Record 1
Below is a single C28H38BrN3O3 molecule at a distorted geometry, with properties calculated with wB97M-V/def2-TZVPD.

Element x y z (Å)
C1 -3.1492 -4.0575 1.7278
C2 -3.3860 -3.0579 0.6144
C3 -4.2293 -1.8389 0.8624
C4 -4.7613 -2.9607 0.0226
H1 -4.8341 -2.8091 -1.0431
H2 -5.5385 -3.5871 0.4329
H3 -3.9655 -0.9175 0.3646
H4 -4.6422 -1.6955 1.8512
C5 -2.2313 -2.9694 -0.3600
O1 -2.2814 -3.5059 -1.4521
N1 -1.1198 -2.3252 0.0695
C6 -1.0189 -1.4678 1.2254
H5 -1.8997 -1.5738 1.8545
C7 -0.8869 -0.0048 0.7847
H6 -0.7878 0.6199 1.6729
H7 -1.7963 0.2571 0.2452
C8 0.3356 0.1819 -0.1259
C9 0.1685 -0.7793 -1.3107
C10 0.0243 -2.2179 -0.8123
H8 -0.1433 -2.8960 -1.6510
H9 0.9188 -2.5308 -0.2617
H10 0.9905 -0.7034 -2.0238
H11 -0.7433 -0.5331 -1.8545
C11 0.5846 1.6528 -0.5479
C12 -0.4471 2.4312 -1.3858
H12 0.0313 3.3732 -1.6763
C13 -1.8162 2.6714 -0.7365
C14 -2.6640 1.7379 -1.5763
N2 -2.0294 1.2944 -2.5914
O2 -0.7487 1.7396 -2.6131
C15 -4.0321 1.3506 -1.2986
C16 -4.6689 0.4104 -2.1148
C17 -5.9596 0.0078 -1.8376
C18 -6.6390 0.5233 -0.7444
C19 -6.0027 1.4539 0.0585
C20 -4.7129 1.8777 -0.2014
H13 -4.2453 2.6058 0.4431
Br1 -6.9191 2.1665 1.5722
H14 -7.6446 0.2058 -0.5177
H15 -6.4463 -0.7188 -2.4695
H16 -4.1255 0.0065 -2.9535
H17 -1.8242 2.4487 0.3267
H18 -2.1577 3.7002 -0.8793
H19 1.5118 1.6675 -1.1281
H20 0.7533 2.2372 0.3610
C21 1.5917 -0.1253 0.7248
O3 1.5921 -0.0050 1.9338
N3 2.6913 -0.4827 0.0340
H21 2.6652 -0.5242 -0.9714
C22 3.9748 -0.6987 0.6611
C23 5.0115 0.3485 0.2384
C24 4.5990 1.7473 0.6975
C25 5.6390 2.7829 0.2815
C26 7.0058 2.4272 0.8573
C27 7.4252 1.0328 0.4031
C28 6.3825 -0.0015 0.8176
H22 6.3126 -0.0302 1.9071
H23 6.6876 -0.9931 0.4755
H24 8.3931 0.7744 0.8370
H25 7.5334 1.0233 -0.6841
H26 7.7479 3.1617 0.5381
H27 6.9560 2.4527 1.9481
H28 5.3340 3.7721 0.6284
H29 5.7034 2.8165 -0.8091
H30 4.4950 1.7487 1.7844
H31 3.6266 2.0073 0.2737
H32 5.0837 0.3437 -0.8568
H33 3.8071 -0.6487 1.7393
H34 4.3349 -1.7011 0.4031
H35 -0.1363 -1.7547 1.8062
H36 -2.2478 -3.8225 2.2913
H37 -3.9953 -4.0670 2.4115
H38 -3.0345 -5.0548 1.3057

Calculated values
- SMILES string = CC1(C(=O)N2CCC(C[C@@H]3CC(c4cccc(Br)c4)=NO3)(C(=O)NCC3CCCCC3)CC2)CC1
- energy relative to the best compared isomer or geometry (same formula, charge and spin) (kJ/mol) = 11.45
- DFT total energy (Eh) = -4053.75319

=====

Record 2
Below is C28H38Cl4N2O2SbSi3Ti as an isolated structure, with properties calculated with wB97M-V/def2-TZVPD.

Element x y z (Å)
Ti1 -1.1561 1.1926 0.5924
Cl1 -6.2623 -0.3350 4.2042
C1 -5.1516 0.5150 3.2129
C2 -5.5824 1.6077 2.4512
Cl2 -7.2242 2.0965 2.4991
C3 -4.6818 2.2952 1.6399
Cl3 -5.1611 3.6192 0.6605
C4 -3.3511 1.9046 1.6181
O1 -2.4025 2.5294 0.8503
C5 -2.9227 0.7972 2.3661
O2 -1.6160 0.4390 2.2134
C6 -3.8218 0.1001 3.1585
Cl4 -3.2557 -1.2628 4.0325
C7 3.3950 -0.2919 0.2777
Sb1 1.3972 -0.4261 1.0333
C8 0.7347 1.6877 0.5688
C9 1.2145 2.3543 -0.6820
C10 0.3048 2.9721 -1.5456
C11 0.7680 3.6424 -2.6628
C12 2.1337 3.6987 -2.8855
C13 2.9677 3.0825 -1.9667
N1 2.5306 2.4245 -0.8939
Si1 1.2153 2.8298 2.0754
C14 0.9881 4.5786 1.4697
C15 2.9917 2.5147 2.5508
C16 0.1245 2.5166 3.5587
C17 0.3581 -1.7168 -0.5278
C18 -0.9799 -1.3138 -1.0428
C19 -1.8432 -2.2586 -1.6289
C20 -2.9877 -1.8796 -2.2893
C21 -3.3161 -0.5263 -2.4001
C22 -2.5052 0.3603 -1.7552
N2 -1.3941 -0.0165 -1.0624
Si2 0.2941 -3.3708 0.4955
C23 0.0013 -4.9540 -0.4735
C24 1.9341 -3.6389 1.3693
C25 -1.0617 -3.1473 1.7609
Si3 1.4157 -1.9531 -2.1462
C26 1.6777 -0.3034 -2.9766
C27 0.5336 -2.9840 -3.4452
C28 3.0180 -2.8573 -1.8093
H1 3.8296 0.5721 0.7711
H2 3.4657 -0.1608 -0.7953
H3 3.9153 -1.1929 0.6003
H4 -0.7611 2.9796 -1.3218
H5 0.0764 4.1285 -3.3386
H6 2.5454 4.2221 -3.7364
H7 4.0441 3.1164 -2.0925
H8 1.6890 4.8242 0.6703
H9 1.1721 5.2660 2.2988
H10 -0.0272 4.7595 1.1101
H11 3.6558 2.6533 1.6973
H12 3.1413 1.5156 2.9669
H13 3.2802 3.2293 3.3256
H14 -0.9157 2.8008 3.3895
H15 0.4975 3.1255 4.3862
H16 0.1496 1.4729 3.8757
H17 -1.5791 -3.2996 -1.5876
H18 -3.6239 -2.6319 -2.7373
H19 -4.1862 -0.1877 -2.9418
H20 -2.7356 1.4211 -1.7399
H21 0.7110 -5.1094 -1.2849
H22 -1.0065 -5.0729 -0.8706
H23 0.1455 -5.7716 0.2383
H24 2.8015 -3.5068 0.7204
H25 1.9465 -4.6789 1.7053
H26 2.0611 -3.0205 2.2586
H27 -2.0465 -3.0353 1.3023
H28 -0.8817 -2.2682 2.3857
H29 -1.1075 -4.0175 2.4197
H30 0.7287 0.2113 -3.1448
H31 2.1223 -0.4914 -3.9579
H32 2.3346 0.3749 -2.4380
H33 -0.2865 -2.4462 -3.9212
H34 0.1665 -3.9515 -3.1077
H35 1.2788 -3.1792 -4.2225
H36 3.6552 -2.4242 -1.0434
H37 3.5781 -2.8454 -2.7489
H38 2.8440 -3.9039 -1.5564

Calculated values
- net charge = +1
- DFT total energy (Eh) = -5148.66334

=====

Record 3
Below is C28H38GdN2P2 as an isolated structure at a distorted geometry, with properties calculated with wB97M-V/def2-TZVPD.

Element x y z (Å)
C1 -3.7028 -1.8218 -2.3803
C2 -2.6335 -0.9644 -2.1510
C3 -2.8760 0.2661 -1.4746
C4 -4.1710 0.6273 -1.0977
C5 -5.2303 -0.2391 -1.3784
C6 -5.0062 -1.4676 -2.0027
C7 -4.3360 1.9336 -0.3630
C8 -3.4112 2.9832 -0.9255
C9 -2.1400 2.5543 -1.3096
C10 -1.1801 3.4727 -1.8165
C11 -1.5105 4.8222 -1.8663
C12 -2.7827 5.2661 -1.4749
C13 -3.7291 4.3432 -1.0220
H1 -3.5173 -2.7733 -2.8835
H2 -6.2460 0.0530 -1.0903
H3 -5.8352 -2.1507 -2.2064
H4 -5.3811 2.2689 -0.3694
H5 -0.7742 5.5344 -2.2443
H6 -3.0274 6.3301 -1.5348
H7 -4.7279 4.6822 -0.7248
N1 -1.8566 1.1862 -1.2583
Gd1 -0.2183 0.5527 0.1529
C14 -1.2318 -1.3249 -2.6105
H8 -0.8070 -0.5203 -3.2371
H9 -1.2348 -2.2614 -3.1818
C15 0.1469 2.9608 -2.3540
H10 -0.0369 2.2014 -3.1339
H11 0.7405 3.7762 -2.7761
P1 -0.0879 -1.5445 -1.1810
P2 1.2818 2.1517 -1.1543
C16 1.9702 3.4019 -0.0873
H12 2.6709 2.9424 0.6235
H13 2.4907 4.1077 -0.7352
H14 1.1780 3.9035 0.4798
C17 2.5872 1.4070 -2.0871
H15 3.1772 2.2261 -2.5025
H16 3.2160 0.7788 -1.4409
H17 2.1845 0.7855 -2.8961
C18 -0.8226 -2.8754 -0.2062
H18 -1.0592 -3.7130 -0.8693
H19 -0.1122 -3.2002 0.5670
H20 -1.7425 -2.5396 0.2939
C19 1.4578 -2.1729 -1.8021
H21 2.2050 -2.2057 -0.9974
H22 1.2919 -3.1815 -2.1912
H23 1.8486 -1.5282 -2.5991
H24 -4.0599 1.7715 0.7049
H25 -0.4349 2.1528 0.7792
C20 3.6643 -2.4848 3.7505
N2 3.5113 -2.8250 2.2993
C21 4.2536 -4.0815 1.9953
C22 2.0332 -2.9441 1.8211
C23 1.3172 -1.6866 2.1719
C24 0.8374 -1.7146 3.4990
C25 0.8473 -0.5626 4.2764
C26 1.3381 0.6105 3.7328
C27 1.6753 0.6571 2.3622
C28 1.5036 -0.4511 1.5302
H26 3.1014 -3.2093 4.3454
H27 3.3345 -1.4682 3.9382
H28 4.7203 -2.5326 4.0144
H29 3.9367 -2.0489 1.7475
H30 3.8049 -4.8898 2.5750
H31 4.1923 -4.2902 0.9287
H32 5.2925 -3.9435 2.2859
H33 2.0744 -3.1847 0.7608
H34 1.6213 -3.8273 2.3273
H35 0.6479 -2.6613 4.0097
H36 0.5428 -0.6016 5.3175
H37 1.3781 1.5161 4.3383
H38 1.8470 1.6651 1.9890

Calculated values
- multiplicity = 8
- net charge = +1
- ⟨S²⟩ = 16.058
- DFT total energy (Eh) = -2647.21826

=====

Record 4
Below is a 2-piece molecular cluster, C28H38N3 overall at a distorted geometry, with properties calculated with wB97M-V/def2-TZVPD.

Element x y z (Å)
C1 -1.2733 -1.4345 2.4782
C2 0.2445 -1.4814 2.5554
N1 0.8400 -0.1031 2.5767
C3 0.3288 0.6187 3.7873
C4 -1.1921 0.6919 3.7637
C5 -1.7494 0.0300 2.4854
C6 -1.1115 0.7180 1.2626
C7 0.4077 0.6361 1.3431
H1 -1.6034 -1.9435 1.5686
H2 -1.6849 -1.9750 3.3358
H3 0.5717 -1.9784 3.4779
H4 0.6951 -2.0112 1.7035
H5 0.6942 0.0695 4.6663
H6 0.7868 1.6166 3.7849
H7 -1.5851 0.1806 4.6470
H8 -1.5022 1.7388 3.8200
H9 -2.8416 0.0916 2.4538
H10 -1.4461 0.2237 0.3472
H11 -1.4146 1.7665 1.2050
H12 0.8725 1.6301 1.3891
H13 0.8405 0.1075 0.4826
C8 5.3168 4.8256 -3.4104
C9 6.1767 5.4989 -2.3299
C10 5.9018 4.7419 -1.0203
N2 5.1981 3.5378 -1.4164
C11 4.8454 2.5511 -0.5414
C12 4.5749 2.8531 0.8223
C13 3.9987 1.9030 1.6447
C14 3.9299 0.5370 1.2470
C15 3.4247 -0.4505 2.1485
C16 4.0712 -1.6657 2.4196
C17 5.4736 -1.8217 2.1294
C18 6.1070 -3.0355 2.2873
C19 5.3420 -4.1905 2.6108
N3 5.8618 -5.4516 2.5520
C20 5.0504 -6.5912 2.1617
C21 6.0094 -7.7859 2.1589
C22 7.2963 -7.3162 2.8513
C23 7.1953 -5.7852 3.0031
C24 3.9801 -4.0352 2.9814
C25 3.3916 -2.7938 2.9860
C26 4.3190 0.2184 -0.0949
C27 4.6821 1.2081 -0.9864
C28 4.8630 3.4786 -2.8250
H14 4.4322 5.4367 -3.6198
H15 5.8663 4.6671 -4.3420
H16 7.2392 5.4064 -2.5739
H17 5.9262 6.5562 -2.2285
H18 6.8419 4.4925 -0.5008
H19 5.2946 5.3460 -0.3273
H20 4.7507 3.8684 1.1834
H21 3.6372 2.1736 2.6362
H22 2.3811 -0.2474 2.6079
H23 6.0307 -0.9471 1.7936
H24 7.1758 -3.1358 2.0891
H25 4.2264 -6.7457 2.8753
H26 4.5963 -6.4138 1.1739
H27 5.5563 -8.6196 2.6957
H28 6.2028 -8.0867 1.1265
H29 7.3615 -7.7617 3.8498
H30 8.1896 -7.5805 2.2827
H31 7.9519 -5.2530 2.3996
H32 7.3413 -5.4843 4.0603
H33 3.4229 -4.9173 3.3066
H34 2.3884 -2.6809 3.3868
H35 4.2544 -0.8182 -0.4336
H36 4.8854 0.9592 -2.0315
H37 3.7767 3.3218 -2.9633
H38 5.3843 2.6376 -3.3173

Calculated values
- net charge = +1
- energy relative to the best compared isomer or geometry (same formula, charge and spin) (kJ/mol) = 199.74
- DFT total energy (Eh) = -1253.73283

=====

Record 5
Below is C28H38N4O4 as an isolated structure at a distorted geometry, with properties calculated with wB97M-V/def2-TZVPD.

Element x y z (Å)
C1 0.9895 -2.2904 1.3423
H1 1.0802 -1.5854 0.4950
C2 -0.2839 -2.1860 2.1733
H2 -0.1914 -2.9688 2.9891
H3 0.1739 -1.3257 2.7987
C3 -1.4605 -1.9981 1.6561
N1 -1.4444 -0.7778 0.7234
C4 -1.2283 -1.0915 -0.6269
O1 -0.9154 -2.0364 -1.2549
C5 -1.2742 0.4699 -1.2845
C6 -1.9087 0.5799 -2.5920
C7 -2.3349 1.6951 -2.9656
C8 -2.4711 1.9500 -4.4486
C9 -2.6081 1.0490 -5.3501
C10 -1.9251 -0.3058 -4.9448
C11 -1.5498 -0.2692 -3.5708
H4 -1.0190 -1.2707 -3.4163
H5 -1.8012 -0.8851 -5.6430
C12 -3.0646 1.1633 -6.8472
H6 -4.0432 1.0080 -6.8436
H7 -2.8896 2.2127 -6.9810
H8 -2.4273 0.8219 -7.3143
H9 -3.2111 3.0115 -4.6464
H10 -2.4773 2.7634 -2.2756
N2 -0.1623 0.9078 -0.9551
C13 0.0234 1.7851 0.1294
O2 -0.6728 1.7449 0.9971
C14 1.1179 2.5692 0.5481
C15 2.4079 1.9118 1.2975
C16 2.2583 1.5955 2.6745
O3 3.1291 1.3517 3.4156
N3 1.0205 1.2380 3.1851
C17 0.5029 1.0273 4.4192
N4 -0.6238 0.7684 4.5151
C18 -1.2011 0.4528 5.7083
C19 -0.7324 0.3307 6.8429
C20 0.8613 0.4133 6.7327
C21 1.3295 1.1884 5.5633
H11 2.4072 1.1381 5.4677
H12 1.3448 0.5801 7.7825
H13 -0.9568 0.2335 7.6949
H14 -2.4258 0.4688 5.8447
H15 0.2334 1.4989 2.6079
H16 2.6020 0.8782 0.7462
H17 3.3124 2.2195 1.2145
H18 1.7140 3.1331 -0.4875
H19 1.0172 3.4662 1.1524
C22 1.0918 1.1781 -2.1524
H20 1.6641 1.7523 -1.8238
H21 0.4630 1.3514 -2.8243
C23 1.6342 -0.3137 -2.1001
C24 2.5018 -0.4359 -3.3647
H22 2.7695 0.5055 -3.8655
C25 3.8014 -1.0477 -2.9260
H23 3.5526 -2.1000 -2.9521
C26 3.7385 -0.4405 -1.4422
H24 4.4884 0.2769 -1.4060
H25 4.3723 -1.2640 -0.6561
O4 2.4472 -0.4446 -0.9799
H26 4.5784 -0.6994 -3.5769
H27 2.0792 -0.9486 -4.2294
H28 0.9097 -0.9620 -2.0928
H29 -2.0675 0.9460 -0.6955
H30 -1.6132 0.0540 1.2386
C27 -1.8316 -3.3288 0.9133
H31 -1.8817 -4.1282 1.6486
H32 -2.8324 -3.2322 0.4883
H33 -1.3795 -3.5458 0.1372
C28 -2.5095 -1.6122 2.7909
H34 -2.4785 -0.3758 3.1304
H35 -3.7302 -1.4986 2.1722
H36 -2.6720 -2.3774 3.3593
H37 1.9622 -2.4106 2.0431
H38 0.7206 -3.5332 0.8962

Calculated values
- energy relative to the best compared isomer or geometry (same formula, charge and spin) (kJ/mol) = 2842.12
- DFT total energy (Eh) = -1608.79369

=====

Record 6
Below is C28H38N4O6PPdS4Te as an isolated structure at a distorted geometry, with properties calculated with wB97M-V/def2-TZVPD.

Element x y z (Å)
Pd1 -0.3235 1.3299 0.0790
C1 3.4740 3.1659 -0.7088
C2 2.1911 2.4369 -0.9828
N1 1.5797 1.8959 0.0399
N2 2.2625 1.9414 1.2411
C3 1.6427 1.4896 2.2659
S1 0.0012 0.9422 2.2802
S2 2.5106 1.5049 3.7990
C4 2.1481 -0.1782 4.4200
C5 3.0013 -1.2347 3.7794
C6 4.0530 -1.8079 4.4840
C7 4.8601 -2.7689 3.8910
C8 4.6263 -3.1570 2.5808
C9 3.5774 -2.5858 1.8724
C10 2.7629 -1.6346 2.4663
C11 1.7503 2.2611 -2.3570
C12 2.7212 2.2791 -3.3800
C13 2.3892 2.0117 -4.6847
C14 1.0584 1.7288 -5.0117
C15 0.0848 1.7131 -4.0430
C16 0.4050 1.9996 -2.7053
O1 -0.5632 2.0670 -1.8258
H1 3.3263 3.8324 0.1387
H2 3.7821 3.7387 -1.5752
H3 4.2612 2.4697 -0.4171
H4 1.0857 -0.3770 4.2890
H5 2.3421 -0.1040 5.4894
H6 4.2467 -1.4983 5.5044
H7 5.6714 -3.2120 4.4531
H8 5.2607 -3.8985 2.1132
H9 3.3981 -2.8775 0.8447
H10 1.9445 -1.2031 1.8997
H11 3.7559 2.4687 -3.1332
H12 3.1518 2.0174 -5.4504
H13 0.7936 1.5116 -6.0390
H14 -0.9484 1.4870 -4.2721
S3 -0.7681 3.4816 0.7595
C17 -2.2212 3.9313 -0.0682
N3 -2.5929 3.5974 -1.2650
C18 -3.9834 3.9008 -1.5893
C19 -4.3437 5.1177 -0.7397
S4 -3.3235 4.9575 0.7649
H15 -2.0337 2.8644 -1.7442
H16 -4.5937 3.0273 -1.3449
H17 -4.0774 4.1128 -2.6520
H18 -5.3903 5.1195 -0.4480
H19 -4.1005 6.0561 -1.2335
O2 -0.4079 -0.6045 -1.9354
C20 0.2166 -1.2218 -1.0664
O3 0.7816 -0.7236 -0.0527
C21 0.2381 -2.7429 -1.2383
N4 -0.5691 -3.0268 -2.4804
C22 0.2041 -3.9721 -3.3546
C23 1.2710 -4.5480 -2.4280
C24 1.5990 -3.3820 -1.4946
H20 -0.2786 -3.2048 -0.3984
H21 -0.7321 -2.0696 -2.8678
H22 -1.5061 -3.3574 -2.2422
H23 0.6406 -3.3903 -4.1640
H24 -0.4719 -4.7113 -3.7749
H25 2.1343 -4.9044 -2.9859
H26 0.8648 -5.3891 -1.8632
H27 2.2597 -2.6661 -1.9885
H28 2.0706 -3.6901 -0.5648
C25 -0.9624 -2.6762 2.5941
C26 -2.1249 -2.3538 1.6828
O4 -1.9044 -1.0475 1.1247
P1 -3.0129 -0.3343 0.1938
O5 -2.4584 1.1068 0.1164
Te1 -3.5969 -1.5138 -1.7649
O6 -4.3216 -0.3529 1.1022
C27 -4.3674 0.3979 2.3399
C28 -5.0820 1.7111 2.1317
H29 -1.0301 -3.7119 2.9291
H30 -0.9692 -2.0315 3.4732
H31 -0.0107 -2.5232 2.0845
H32 -3.0674 -2.3490 2.2333
H33 -2.2295 -3.0711 0.8621
H34 -3.3532 0.5489 2.7188
H35 -4.9050 -0.2383 3.0419
H36 -4.5477 2.3182 1.4025
H37 -5.1287 2.2637 3.0714
H38 -6.0983 1.5402 1.7776

Calculated values
- net charge = +1
- energy relative to the best compared isomer or geometry (same formula, charge and spin) (kJ/mol) = 9.53
- DFT total energy (Eh) = -4090.10636